# 1
23
Properties=species:S:1:pos:R:3:forces:R:3 method="wB97M-V/def2-TZVPD" total_charge=0 orbital_gap_ev=9.722 e_lumo_ev=0.94 e_above_lowest_ev=0.216 smiles=CC(C)(N)C(C)(N)N total_energy_ha=-363.77918
C 0.44000 0.23075 0.66788 -1.5 -0.2 0.9
C -0.29239 -0.30729 -0.59764 1.1 0.4 -1.4
C 0.65471 1.75172 0.65450 -0.1 -0.4 0.0
C -0.33983 -1.83686 -0.59301 -0.1 0.3 0.0
C -1.71245 0.23679 -0.74756 0.3 -0.1 0.0
N 1.72507 -0.37905 0.91400 0.2 -0.1 0.3
N -0.45724 -0.20942 1.81148 1.1 0.4 -0.4
N 0.46833 0.11826 -1.83667 -1.2 -0.9 0.8
H 2.37508 -0.22315 0.15326 -0.1 0.0 0.1
H 1.62905 -1.37136 1.08721 0.0 0.0 -0.1
H -1.22440 0.44524 1.91333 0.0 0.0 0.0
H 0.10078 -0.15712 2.65786 -0.1 0.1 0.1
H 1.42645 -0.21422 -1.82356 -0.1 0.6 -0.1
H 0.30685 1.09445 -2.05335 0.6 -0.2 0.1
H 1.13830 2.03973 1.58591 0.0 0.0 0.0
H 1.30459 2.04301 -0.16775 0.0 0.1 -0.1
H -0.28757 2.28630 0.56844 -0.1 0.1 0.0
H -2.09556 -0.06906 -1.71823 -0.1 0.0 0.0
H 0.65589 -2.27137 -0.65212 0.1 0.0 0.0
H -0.89765 -2.18077 -1.45931 -0.1 0.0 -0.1
H -0.82672 -2.18346 0.31421 0.0 -0.1 0.0
H -1.73315 1.32295 -0.70563 -0.1 0.1 0.0
H -2.35812 -0.16608 0.02675 -0.1 0.0 0.1

# 2
23
Properties=species:S:1:pos:R:3:forces:R:3 method="wB97M-V/def2-TZVPD" multiplicity=2 s2=0.76 total_charge=+1 orbital_gap_ev="10.165 / 4.629" e_lumo_ev="-2.69 / -7.99" e_above_lowest_ev=2.598 total_energy_ha=-363.37289
N 0.86092 0.40600 -2.97388 1.4 2.4 -0.5
C 0.90091 1.68779 -2.24825 0.8 -0.5 3.5
C 1.27846 1.16359 -0.70873 0.4 2.9 -1.4
N 0.07257 1.19148 0.06087 0.4 1.4 3.1
C -0.04664 0.76409 1.49076 -0.6 1.1 0.6
C -0.97592 -0.54906 1.74951 0.5 2.5 0.0
N -0.40962 -1.57977 0.99275 -2.4 -0.9 -1.7
C -1.04507 -2.90315 1.26073 -0.2 0.9 0.1
H 0.76758 0.56440 -3.96730 -0.3 -0.5 0.0
H 0.18075 -0.19269 -2.56738 -0.8 -0.3 -0.2
H 1.67928 2.48056 -2.33110 0.1 -1.3 -1.5
H -0.01474 2.31326 -2.20882 0.0 -0.7 0.0
H 2.09053 1.85954 -0.24447 -1.4 -0.9 -0.6
H 1.74593 0.23215 -0.81024 0.4 -1.6 0.0
H -0.10187 2.22690 0.17819 -0.6 -1.6 -1.0
H -0.54599 1.69247 1.90487 0.2 -1.6 0.2
H 0.85137 0.56850 2.14657 -0.4 0.2 -1.4
H -1.10487 -0.70719 2.84131 0.6 -0.4 -0.7
H -1.97519 -0.21766 1.41295 0.2 -0.2 -0.3
H -0.44624 -1.36783 -0.05082 0.4 0.0 1.7
H -2.11629 -2.84594 1.47303 -0.2 0.7 -0.3
H -0.96983 -3.53755 0.40100 0.7 -0.6 -0.1
H -0.67603 -3.24988 2.19845 0.8 -0.9 0.4

# 3
24
Properties=species:S:1:pos:R:3:forces:R:3 method="wB97M-V/def2-TZVPD" total_charge=0 orbital_gap_ev=8.811 e_lumo_ev=0.77 e_above_lowest_ev=3.206 smiles="CC(=O)N(C)N.CCN" total_energy_ha=-438.91712
C -1.48628 0.38993 -0.36465 1.2 -2.7 1.3
C -2.52619 -0.72236 -0.25104 -0.6 0.5 -0.1
N -1.62443 1.32402 0.74627 0.1 0.1 0.1
H -2.52551 1.79368 0.73796 0.1 0.1 0.0
H -0.87985 2.01412 0.70771 -0.3 0.1 0.0
H -1.59108 0.86938 -1.35012 0.5 -0.2 0.0
H -0.42169 -0.34455 -0.03599 -3.6 2.7 -1.9
H -3.54298 -0.31724 -0.22003 -0.2 0.0 0.0
H -2.39206 -1.28992 0.67236 0.1 -0.1 -0.1
H -2.49207 -1.38779 -1.11522 0.1 -0.1 0.1
C 1.11110 -0.14229 1.85673 -0.4 0.1 -0.3
C 1.44697 0.41416 -1.91010 -0.6 0.2 -0.1
N 1.05747 -0.41711 0.41872 1.7 1.1 0.1
C 1.16751 0.77224 -0.47543 2.6 -1.1 1.2
N 1.72919 -1.59211 -0.00917 -0.3 0.3 0.0
O 1.27917 1.88384 -0.00428 -0.9 -1.0 -0.5
H 2.64192 -1.66166 0.43750 -0.1 0.1 0.0
H 1.17518 -2.39330 0.28442 0.1 0.1 -0.1
H 0.49332 -0.88330 2.36786 0.3 -0.1 0.1
H 2.14104 -0.12540 2.21790 0.0 -0.2 0.1
H 0.65140 0.81938 2.07079 0.1 0.0 -0.2
H 2.49553 0.13337 -2.01027 0.0 0.0 0.1
H 0.84314 -0.42465 -2.24534 0.0 0.0 0.0
H 1.24920 1.28756 -2.52661 0.0 0.0 0.0

# 4
24
Properties=species:S:1:pos:R:3:forces:R:3 method="wB97M-V/def2-TZVPD" total_charge=+2 orbital_gap_ev=11.105 e_lumo_ev=-6.52 e_above_lowest_ev=1.405 total_energy_ha=-438.29994
C 2.08449 0.93636 0.60640 -1.8 1.4 1.9
C -1.11399 0.72981 -0.52449 -0.2 0.6 -1.3
C -2.25904 1.42138 -1.37149 3.1 -0.5 -2.2
C -0.87986 -1.68769 0.33309 1.3 -0.6 -0.2
C -1.58544 -0.58504 0.11920 1.3 1.2 -0.5
N 2.49709 1.63369 -0.43158 -0.9 1.3 1.3
N 2.49714 -0.24747 1.03817 2.2 -0.6 -3.3
N -1.54636 -2.75450 1.08132 -1.2 -1.4 0.7
O 3.44647 1.24065 -1.29269 1.1 -0.6 -0.4
H 1.23851 1.53105 1.13623 1.7 -1.4 -0.6
H -0.96252 1.57960 0.18926 0.7 -1.3 0.1
H -0.22930 0.53077 -1.22732 -1.0 0.4 1.3
H -1.87403 2.32929 -2.00291 -0.4 -2.1 0.9
H -2.69442 0.63063 -1.96745 -0.3 0.4 -0.6
H -2.94897 1.83786 -0.75189 -2.2 0.9 1.9
H 0.15321 -2.10325 0.07525 -1.5 1.5 0.0
H -2.61556 -0.62424 0.42876 -0.4 0.3 0.3
H 2.12589 2.61889 -0.50590 0.6 -1.5 -0.3
H 2.41036 -0.75173 1.92914 -0.4 1.0 -0.5
H 3.17604 -0.68484 0.31058 -1.2 0.6 2.0
H -1.93369 -3.49819 0.48341 0.5 -0.1 -0.2
H -2.39247 -2.45791 1.59009 0.4 0.3 0.1
H -0.92710 -3.21287 1.77341 -0.3 0.2 -0.4
H 4.33356 1.58775 -1.01862 -0.8 -0.1 -0.1

Repeat the first record exactly.
23
Properties=species:S:1:pos:R:3:forces:R:3 method="wB97M-V/def2-TZVPD" total_charge=0 orbital_gap_ev=9.722 e_lumo_ev=0.94 e_above_lowest_ev=0.216 smiles=CC(C)(N)C(C)(N)N total_energy_ha=-363.77918
C 0.44000 0.23075 0.66788 -1.5 -0.2 0.9
C -0.29239 -0.30729 -0.59764 1.1 0.4 -1.4
C 0.65471 1.75172 0.65450 -0.1 -0.4 0.0
C -0.33983 -1.83686 -0.59301 -0.1 0.3 0.0
C -1.71245 0.23679 -0.74756 0.3 -0.1 0.0
N 1.72507 -0.37905 0.91400 0.2 -0.1 0.3
N -0.45724 -0.20942 1.81148 1.1 0.4 -0.4
N 0.46833 0.11826 -1.83667 -1.2 -0.9 0.8
H 2.37508 -0.22315 0.15326 -0.1 0.0 0.1
H 1.62905 -1.37136 1.08721 0.0 0.0 -0.1
H -1.22440 0.44524 1.91333 0.0 0.0 0.0
H 0.10078 -0.15712 2.65786 -0.1 0.1 0.1
H 1.42645 -0.21422 -1.82356 -0.1 0.6 -0.1
H 0.30685 1.09445 -2.05335 0.6 -0.2 0.1
H 1.13830 2.03973 1.58591 0.0 0.0 0.0
H 1.30459 2.04301 -0.16775 0.0 0.1 -0.1
H -0.28757 2.28630 0.56844 -0.1 0.1 0.0
H -2.09556 -0.06906 -1.71823 -0.1 0.0 0.0
H 0.65589 -2.27137 -0.65212 0.1 0.0 0.0
H -0.89765 -2.18077 -1.45931 -0.1 0.0 -0.1
H -0.82672 -2.18346 0.31421 0.0 -0.1 0.0
H -1.73315 1.32295 -0.70563 -0.1 0.1 0.0
H -2.35812 -0.16608 0.02675 -0.1 0.0 0.1